Record 1
# CH16NO6

A 7-piece molecular cluster, CH16NO6 overall in a non-equilibrium geometry (ωB97M-V/def2-TZVPD, the Open Molecules 2025 dataset).

The geometry in XYZ format:
```
24
Properties=species:S:1:pos:R:3
C 2.64 -0.86 1.55
N 1.71 -0.54 0.77
H 3.45 -1.50 1.23
H 2.64 -0.51 2.57
H 0.98 0.19 1.07
H 1.64 -0.83 -0.20
H 1.25 3.56 -0.77
H 0.89 2.07 -1.13
O 1.25 2.65 -0.45
H -2.89 1.47 -0.47
H -2.97 0.14 0.27
O -2.34 0.72 -0.21
H 2.66 -2.17 -2.16
H 1.57 -3.13 -1.63
O 2.01 -2.29 -1.46
H -0.83 1.05 0.88
H 0.37 1.99 1.10
O -0.14 1.28 1.53
H 0.20 -0.21 -2.36
H -0.89 0.42 -1.49
O 0.07 0.37 -1.60
H -5.11 -1.02 0.69
H -4.02 -1.69 1.52
O -4.16 -1.15 0.73
```

For the frontier orbital gap, the calculation gives 11.005 eV. Its total charge is +1. For the energy relative to the best compared isomer or geometry (same formula, charge and spin), the calculation gives 0.0 kJ/mol. Its LUMO energy is -3.60 eV. As for the highest occupied orbital energy: -14.60 eV.

Mulliken atomic charge list, values in e, 6 entries: atom 1 (C): -0.097, atom 2 (N): 0.087, atom 3 (H): 0.274, atom 4 (H): 0.276, atom 5 (H): 0.252, atom 6 (H): 0.222

=====

Record 2
# C29H37F3N7O3S2Ti

C29H37F3N7O3S2Ti as an isolated structure (ωB97M-V/def2-TZVPD, the Open Molecules 2025 dataset).

The geometry in XYZ format:
```
82
Properties=species:S:1:pos:R:3
Ti -0.12 0.55 -0.59
C 2.41 3.36 -4.57
N 2.43 2.68 -3.26
C 3.70 2.72 -2.54
C 1.38 2.05 -2.80
O 1.38 1.47 -1.66
C 0.10 2.00 -3.60
O -0.76 1.05 -2.98
C -0.99 -0.16 -3.69
C -0.47 -1.33 -2.86
O -0.09 -1.08 -1.68
N -0.44 -2.53 -3.37
C 0.09 -3.67 -2.62
C -0.89 -2.81 -4.74
H 3.10 4.21 -4.51
H 2.75 2.69 -5.35
H 1.43 3.75 -4.80
H 4.50 2.43 -3.23
H 3.89 3.74 -2.19
H 3.68 2.03 -1.70
H -0.39 2.97 -3.57
H 0.29 1.75 -4.65
H -2.07 -0.28 -3.83
H -0.52 -0.15 -4.67
H 0.60 -3.32 -1.73
H -0.72 -4.34 -2.36
H 0.80 -4.19 -3.25
H -1.75 -2.19 -5.00
H -0.08 -2.64 -5.45
H -1.20 -3.85 -4.79
S -2.48 0.38 -0.83
C -2.55 -0.88 0.35
N -3.80 -1.46 0.48
N -4.09 -2.49 1.12
C -3.43 -3.55 1.80
C -4.31 -4.30 2.59
C -3.84 -5.41 3.27
C -2.51 -5.78 3.13
C -1.66 -5.05 2.31
C -2.10 -3.93 1.65
N -1.61 -1.09 1.22
N -0.56 -0.26 1.15
C 0.14 -0.16 2.40
C -0.10 -1.05 3.44
C 0.59 -0.91 4.63
C 1.51 0.11 4.80
C 1.74 1.01 3.77
C 1.06 0.87 2.57
H -5.10 -2.62 1.15
H -5.35 -4.01 2.68
H -4.51 -5.98 3.90
H -2.14 -6.66 3.65
H -0.63 -5.37 2.20
H -1.42 -3.36 1.03
H -0.83 -1.84 3.33
H 0.40 -1.61 5.44
H 2.04 0.22 5.74
H 2.44 1.82 3.90
H 1.25 1.59 1.78
C 2.17 -2.17 0.88
S 2.32 -0.72 -0.18
C 3.65 0.14 0.67
H 3.05 -2.80 0.75
H 1.28 -2.72 0.56
H 2.06 -1.88 1.92
H 3.50 0.11 1.74
H 3.67 1.18 0.34
H 4.60 -0.33 0.41
F -0.06 7.28 1.78
C -0.55 6.27 2.49
F 0.19 6.12 3.59
F -1.80 6.56 2.85
C -0.51 4.98 1.68
C -1.54 4.07 1.72
C -1.43 2.90 1.00
N -0.35 2.60 0.24
C 0.65 3.51 0.21
C 0.61 4.70 0.91
H -2.43 4.25 2.31
H -2.21 2.16 1.03
H 1.51 3.25 -0.37
H 1.44 5.38 0.85
```

For the frontier orbital gap, the calculation gives 5.812 eV. Its total charge is +3. For the energy relative to the best compared isomer or geometry (same formula, charge and spin), the calculation gives 79.6 kJ/mol. Its LUMO energy is -9.78 eV. As for the highest occupied orbital energy: -15.59 eV.

Mulliken atomic charge list, values in e, 6 entries: atom 1 (Ti): -0.399, atom 2 (C): -1.072, atom 3 (N): 0.076, atom 4 (C): -0.965, atom 5 (C): 0.675, atom 6 (O): 0.241

=====

Record 3
# CH2BrNO3

One molecule with the formula CH2BrNO3 in a non-equilibrium geometry (ωB97M-V/def2-TZVPD, the Open Molecules 2025 dataset).

The geometry in XYZ format:
```
8
Properties=species:S:1:pos:R:3
O -1.64 0.65 -0.18
N -1.35 -0.29 0.49
O -2.07 -1.06 1.01
O -0.05 -0.67 0.47
C 0.98 0.18 -0.45
Br 2.52 0.26 0.63
H 1.14 -0.38 -1.38
H 0.48 1.31 -0.59
```

For the frontier orbital gap, the calculation gives 11.535 eV. For the energy relative to the best compared isomer or geometry (same formula, charge and spin), the calculation gives 190.0 kJ/mol. As for the SMILES: O=[N+]([O-])OCBr. Its LUMO energy is 0.46 eV. As for the highest occupied orbital energy: -11.08 eV.

Mulliken atomic charge list, values in e, 6 entries: atom 1 (O): -0.584, atom 2 (N): 1.165, atom 3 (O): -0.564, atom 4 (O): -0.319, atom 5 (C): -0.241, atom 6 (Br): -0.052

=====

Record 4
# C29H66O23S4

A 9-piece molecular cluster, C29H66O23S4 overall in a non-equilibrium geometry (ωB97M-V/def2-TZVPD, the Open Molecules 2025 dataset).

The geometry in XYZ format:
```
122
Properties=species:S:1:pos:R:3
C -5.09 -4.61 -5.29
C -4.96 -3.10 -5.01
O -4.12 -2.88 -3.87
S -3.11 -1.55 -3.90
C -1.72 -2.36 -4.77
O -3.68 -0.52 -4.73
O -2.81 -1.23 -2.51
H -5.16 -5.23 -4.40
H -4.19 -4.93 -5.81
H -5.80 -4.94 -6.05
H -4.58 -2.78 -5.98
H -5.91 -2.64 -4.76
H -1.72 -2.35 -5.86
H -1.72 -3.43 -4.55
H -0.85 -1.92 -4.28
C 0.27 4.70 0.73
C -0.89 4.73 1.69
O -1.71 5.88 1.47
S -2.93 5.84 0.28
C -4.40 5.60 1.38
O -3.18 7.18 -0.22
O -2.62 4.73 -0.62
H 1.00 3.96 1.06
H 0.86 5.62 0.74
H -0.07 4.38 -0.25
H -1.53 3.88 1.45
H -0.42 4.75 2.67
H -4.28 4.74 2.04
H -5.31 5.70 0.79
H -4.38 6.44 2.06
C 0.66 -5.58 -4.85
C 1.22 -4.98 -3.57
O 0.35 -5.32 -2.45
S 0.85 -4.84 -0.92
C 0.49 -3.01 -0.97
O -0.04 -5.54 0.01
O 2.34 -4.92 -0.91
H 0.56 -6.66 -4.73
H 1.35 -5.41 -5.68
H -0.21 -5.12 -5.31
H 2.19 -5.40 -3.29
H 1.57 -3.95 -3.66
H -0.59 -2.94 -1.06
H 1.01 -2.59 -1.83
H 0.84 -2.45 -0.11
C 0.20 5.56 -2.48
C -0.54 4.92 -3.66
O -0.62 3.56 -3.24
S -1.49 2.47 -4.11
C -3.20 2.87 -3.97
O -1.11 2.71 -5.47
O -1.20 1.14 -3.53
H -0.51 5.75 -1.68
H 0.66 6.52 -2.72
H 1.02 5.02 -2.00
H -1.52 5.39 -3.70
H -0.01 5.11 -4.59
H -3.29 3.28 -2.97
H -3.75 1.93 -3.94
H -3.44 3.60 -4.74
C 3.13 -4.86 6.48
O 1.98 -5.46 5.89
C 1.33 -4.78 4.94
O 1.57 -3.58 4.74
O 0.35 -5.57 4.45
C -0.48 -5.05 3.40
H 2.90 -3.95 7.04
H 3.83 -4.60 5.68
H 3.69 -5.53 7.14
H 0.03 -4.33 2.77
H -1.23 -4.67 4.09
H -1.05 -5.71 2.75
C 2.71 3.23 -4.59
O 2.45 3.02 -3.25
C 2.28 1.80 -2.78
O 2.52 0.76 -3.38
O 1.84 1.92 -1.51
C 1.79 0.75 -0.66
H 3.75 2.96 -4.78
H 2.53 4.26 -4.89
H 2.04 2.58 -5.15
H 2.63 0.06 -0.75
H 0.96 0.14 -1.02
H 1.60 0.93 0.39
C -0.60 -0.97 3.29
O -0.91 0.15 2.50
C -1.33 0.06 1.27
O -1.30 -0.98 0.72
O -1.64 1.31 0.82
C -2.02 1.38 -0.56
H -1.46 -1.64 3.30
H -0.31 -0.66 4.29
H 0.12 -1.68 2.86
H -1.48 0.67 -1.20
H -1.58 2.36 -0.72
H -3.10 1.34 -0.60
C 0.23 3.62 5.48
C 1.70 3.56 5.75
C 1.83 2.98 7.11
O 0.67 2.26 7.22
C -0.25 2.43 6.16
H -0.25 3.51 4.50
H -0.15 4.52 5.96
H 2.19 4.49 5.47
H 2.15 2.89 5.01
H 1.85 3.83 7.79
H 2.67 2.28 7.11
H -1.28 2.63 6.45
H -0.24 1.63 5.41
C 4.31 -2.85 1.12
C 3.32 -3.12 2.27
C 3.84 -2.18 3.37
O 4.82 -1.32 2.75
C 4.70 -1.38 1.31
H 4.02 -3.18 0.13
H 5.14 -3.53 1.31
H 3.25 -4.20 2.43
H 2.37 -2.85 1.80
H 4.27 -2.88 4.08
H 3.00 -1.71 3.89
H 5.64 -1.15 0.80
H 3.91 -0.71 0.97
```

For the frontier orbital gap, the calculation gives 9.738 eV. For the energy relative to the best compared isomer or geometry (same formula, charge and spin), the calculation gives 327.3 kJ/mol. As for the SMILES: CCOS(C)(=O)=O.CCOS(C)(=O)=O.CCOS(C)(=O)=O.CCOS(C)(=O)=O.COC(=O)OC.COC(=O)OC.COC(=O)OC.C1CCOC1.C1CCOC1. Its LUMO energy is 0.28 eV. As for the highest occupied orbital energy: -9.45 eV.

Mulliken atomic charge list, values in e, 6 entries: atom 1 (C): -1.226, atom 2 (C): -0.170, atom 3 (O): -0.282, atom 4 (S): 1.103, atom 5 (C): -1.016, atom 6 (O): -0.697